Molecular formula: C21H50BrN2O8P2
Method: DFT, wB97M-V/def2-TZVPD

- LUMO level (eV) = -2.833
- net charge = +1

Positions of all 84 atoms, in Å:
Br -1.1532 -1.8178 0.8917
P 1.4108 1.2421 -4.5346
P -5.9343 2.1380 3.8916
O -4.4304 2.0755 4.3793
O 0.9870 2.5395 -3.6804
O 2.3155 1.9348 -5.6764
O 2.6426 0.6813 -3.6855
O -5.9836 0.9805 2.7679
O -6.9239 3.1720 3.5768
O -6.5526 1.3262 5.1507
O 0.2423 0.7005 -5.2315
N 3.1171 -4.3236 -0.5180
N 3.8011 -1.1960 -0.0859
C 5.3551 -3.1174 -0.4747
C 4.0426 -3.4256 -1.2002
C 0.4504 -1.1727 1.7602
C 0.0457 1.6787 -1.6058
C 3.7226 -5.4480 0.2240
C 5.0715 -1.8886 0.4029
C 3.6999 1.5611 -3.2690
C 1.4542 -0.6267 0.7262
C -3.8105 0.8235 4.7198
C 3.9182 -5.0764 1.7155
C -6.0158 1.3556 1.3863
C 3.3122 -2.0517 -1.2196
C -4.6533 1.7830 0.8663
C -7.6144 1.8750 5.9408
C 2.8913 -0.9802 1.0962
C -2.9545 0.2945 3.5886
C 2.1191 1.6416 -7.0700
C 3.5385 2.0084 -1.8293
C 1.2965 2.7217 -7.7407
C -8.9536 1.3000 5.5260
C -0.2005 2.4716 -2.8751
H 3.7901 2.4174 -3.9320
H 3.3110 -0.1310 1.6383
H 0.9557 2.3908 -8.7216
H 3.5323 -1.4886 -2.1276
H -9.0485 0.2691 5.8705
H -4.1967 2.5310 1.5179
H -3.5602 -0.2042 2.8342
H -1.0223 2.0365 -3.4449
H 3.4752 -5.8071 2.3825
H 1.8922 3.6252 -7.8760
H 2.9568 -1.8160 1.7853
H 4.2412 -3.5858 -2.2642
H 2.4416 -4.6728 -1.1842
H 0.4316 2.9920 -7.1361
H 0.5098 0.7150 -1.8289
H 1.6545 0.6649 -7.1933
H 3.1782 1.1884 -1.2011
H 0.1448 -0.4096 2.4683
H -7.6205 2.9615 5.8730
H -7.3970 1.6166 6.9777
H 0.7193 2.2210 -0.9397
H -3.1833 1.0388 5.5845
H -4.7461 2.2017 -0.1362
H 2.8229 2.8229 -1.7449
H -2.4126 1.1055 3.0988
H -9.0590 1.2902 4.4419
H 4.6624 -5.7856 -0.2125
H 2.9884 -6.2493 0.1949
H 6.0509 -2.7431 -1.2216
H -2.2404 -0.4398 3.9673
H 1.3049 0.4507 0.6949
H 4.6162 0.9773 -3.3725
H -6.7478 2.1504 1.2339
H 2.2569 -2.2900 -1.2113
H 1.1522 -1.0261 -0.2358
H 3.5032 -4.0825 1.8704
H 4.9874 -4.9951 1.9214
H 5.8719 -1.1683 0.2271
H -0.4807 3.4967 -2.6399
H 5.1215 -2.0603 1.4739
H -0.8877 1.5014 -1.0697
H 5.7959 -3.9088 0.1181
H 3.1109 1.5872 -7.5189
H -6.3682 0.4821 0.8391
H 4.4920 2.3714 -1.4405
H -3.9715 0.9322 0.8182
H 0.8565 -2.0085 2.3234
H -4.5457 0.0861 5.0315
H -9.7710 1.8778 5.9582
H 4.1770 -0.3100 -0.4058

Molecular formula: C15H22BiN4S4Se
Method: DFT, wB97M-V/def2-TZVPD

- LUMO level (eV) = 2.437
- net charge = -1

Positions of all 47 atoms, in Å:
Bi 1.8721 -2.6092 -0.0691
Se 3.6379 -0.9038 0.2389
S 3.0756 -4.8522 0.6346
S 3.9115 -5.4340 -1.1455
S 2.3705 -5.1598 -2.4667
S 2.2494 -3.1137 -2.6002
N -1.3735 -0.3105 1.2988
N 0.8647 -0.6230 2.8032
N -0.7737 -1.7752 -1.2069
N -0.7474 0.1678 -2.3978
C 2.3461 0.0996 4.5331
C 1.9298 -0.7993 3.5344
C 1.0690 1.2268 -1.0694
C -1.7475 1.8510 2.3028
C -1.2909 0.8180 -4.7233
C -0.3091 2.6467 4.0571
C -1.4028 2.8143 3.2530
C 1.6234 1.2422 4.7329
C 0.1413 0.4997 2.9816
C -1.3636 1.1694 -3.2347
C -1.4001 -0.9112 -1.9187
C 0.6895 0.2996 -2.2151
C -2.8844 -1.0172 -2.2180
C 0.4836 1.4882 3.9387
C -1.0075 0.6949 2.1568
H 3.2293 -0.1195 5.1123
H -2.0122 3.7046 3.3400
H 1.0926 -0.6962 -2.0348
H 1.8974 1.9613 5.4950
H -0.2554 0.7136 -5.0342
H 2.5062 -1.6932 3.3390
H -3.4336 -0.2060 -1.7411
H -3.0800 -0.9858 -3.2870
H 2.1495 1.2215 -0.9629
H 1.1218 0.6767 -3.1451
H -1.7554 1.6009 -5.3173
H -0.8287 2.1064 -3.0577
H -1.8706 -0.0461 0.4628
H 0.7382 2.2490 -1.2487
H -0.0367 3.3958 4.7864
H -0.6365 -0.9867 1.1389
H -2.4032 1.3273 -2.9385
H 0.6484 0.8805 -0.1309
H -2.6139 2.0116 1.6770
H -1.3579 -2.5458 -0.8988
H -1.7962 -0.1220 -4.9296
H -3.2669 -1.9571 -1.8254

Molecular formula: C14H25BN6PdSi
Method: DFT, wB97M-V/def2-TZVPD

- spin multiplicity = 5
- LUMO level (spin up / spin down) (eV) = -14.866 / -17.691
- net charge = +4

Positions of all 48 atoms, in Å:
Pd 0.4326 0.4000 -0.0402
Si 1.6740 -1.7051 2.4862
N 1.0452 2.5035 -2.2883
N -1.1189 1.3111 -2.5683
N 0.9562 0.0660 -3.1092
N -1.3206 0.8011 -1.2990
N 1.1843 2.3368 -0.9228
N 0.9349 -0.6201 -1.9017
C 2.0776 -0.4022 1.0815
C 2.3344 -0.7011 3.9249
C 1.6637 -1.7370 -2.0705
C 2.5467 -3.3605 2.2571
C -2.2808 1.7582 -3.0835
C -0.1408 -2.1171 2.8866
C -3.2890 1.4227 -2.1890
C 1.8588 3.4206 -0.4756
C 2.2067 -1.7644 -3.3787
C -2.6521 0.7982 -1.0936
C 1.7510 -0.5922 -4.0001
C -0.7729 0.9775 1.7420
C 1.6142 3.6666 -2.6807
C 2.1643 4.2816 -1.5619
B 0.2944 1.4645 -3.1705
H 1.5737 3.9445 -3.7297
H 2.2667 -0.8370 0.0647
H 1.8427 -2.4844 -1.3042
H 2.0321 -0.1833 -4.9805
H -0.6971 -2.6451 2.1002
H 2.2377 -1.2586 4.8626
H 2.8918 -2.4716 -3.8076
H 2.9860 0.2641 1.2439
H -2.2548 2.3166 -4.0130
H -3.1295 0.3844 -0.2081
H 1.7960 0.2513 4.0231
H -0.1361 -2.7797 3.7651
H -4.3318 1.6427 -2.3313
H 0.2370 1.8435 -4.2951
H -1.7780 1.4225 1.7736
H -0.9111 -0.1134 1.4486
H -0.1743 1.7085 1.1833
H 2.1527 -3.9288 1.4034
H -0.7430 -1.2531 3.1866
H 2.4519 -4.0043 3.1451
H 2.7145 5.2110 -1.5602
H 3.6122 -3.1824 2.0651
H 3.3913 -0.4861 3.7264
H 2.1184 3.5938 0.5673
H -0.4043 0.9060 2.7675

In Eh, the total energy values for the records above are, in order, -4798.19742 -5012.75950 -1317.32939.